[1]
Density functional theory data (ωB97M-V/def2-TZVPD) for a molecular structure, C11H12IrN2P at a distorted geometry.

The geometry in ORCA input format:
```
! wB97M-V def2-TZVPD RIJCOSX def2/J DEFGRID3
* xyz 1 6
C 1.51 -0.98 -2.65
C 1.02 -2.30 -2.62
P -1.09 2.92 -1.35
C -0.59 -1.04 -3.73
C 0.62 1.15 2.01
H -0.28 4.06 -1.54
H 1.54 -3.15 -2.23
Ir -0.44 1.82 0.34
H -2.40 3.49 -1.22
H 1.24 1.97 1.50
C 0.07 -0.23 3.93
H -0.67 -1.73 0.92
H -1.18 2.43 -2.73
C -0.35 -1.23 3.05
H -1.52 -0.73 -4.18
H 2.52 -0.63 -2.34
C -0.34 -1.01 1.67
N -0.23 -0.44 6.54
N 0.05 0.20 1.19
C 0.67 0.93 3.41
C 0.47 -0.17 -3.30
H 0.50 0.92 -3.40
C -0.33 -2.32 -3.13
H 1.09 1.73 4.04
H -1.06 -3.13 -3.00
C -0.08 -0.36 5.38
H -0.74 -2.17 3.45
*
```

* F_max: 0.0727 hartree/bohr
* ΔE to the lowest compared entry with this formula, charge and spin: 196.2 kJ/mol
* LUMO level (spin up / spin down): -3.424 / -7.869 eV
* expectation value of S²: 8.78
* orbital gap (spin up / spin down): 4.80 / 3.51 eV
* M: 395.42 g mol⁻¹

[2]
Density functional theory data (ωB97M-V/def2-TZVPD) for 2 unconnected molecules or ions with the total composition C2H3F2IS at a distorted geometry.

The geometry in ORCA input format:
```
! wB97M-V def2-TZVPD RIJCOSX def2/J DEFGRID3
* xyz 0 1
S 0.43 -0.47 1.04
H 0.56 1.94 0.77
F -0.07 -2.87 0.36
I -2.92 1.16 0.24
C 0.23 -1.73 -0.20
H 1.65 1.24 -0.32
F -0.59 -1.51 -1.25
C 0.64 1.04 0.12
H 0.06 1.19 -0.76
*
```

* F_max: 0.0593 hartree/bohr
* ΔE to the lowest compared entry with this formula, charge and spin: 125.8 kJ/mol
* LUMO level (spin up / spin down): -0.358 / -3.118 eV
* orbital gap (spin up / spin down): 9.68 / 5.28 eV
* M: 224.01 g mol⁻¹

[3]
Density functional theory data (ωB97M-V/def2-TZVPD) for 2 unconnected molecules or ions with the total composition C2H7NO3 at a distorted geometry.

The geometry in ORCA input format:
```
! wB97M-V def2-TZVPD RIJCOSX def2/J DEFGRID3
* xyz 0 1
O -0.94 0.44 -0.33
O 2.50 0.65 0.21
H 3.05 1.46 0.20
N 0.39 -0.91 0.75
H -2.83 -0.39 -0.16
O -3.74 -0.76 -0.14
H 1.32 -1.34 0.81
H 1.53 0.85 -1.58
C 0.15 0.07 -0.05
C 1.36 0.95 -0.50
H -3.62 -1.73 -0.21
H 1.22 2.02 -0.27
H -0.39 -1.30 1.28
*
```

* F_max: 0.0863 hartree/bohr
* ΔE to the lowest compared entry with this formula, charge and spin: 95.9 kJ/mol
* LUMO level: 0.490 eV
* SMILES string: NC(=O)CO.O
* orbital gap: 10.58 eV
* M: 93.08 g mol⁻¹

[4]
Density functional theory data (ωB97M-V/def2-TZVPD) for a single C5H9FO2 molecule at a distorted geometry.

The geometry in ORCA input format:
```
! wB97M-V def2-TZVPD RIJCOSX def2/J DEFGRID3
* xyz 0 1
H -2.16 1.02 0.07
O -0.61 2.07 -0.52
O 2.48 -0.76 -0.75
C 2.03 0.27 0.09
F -2.34 -1.12 -0.52
H 0.97 0.22 1.95
C -1.16 1.11 0.40
H -0.44 1.61 -1.33
C 0.93 -0.31 1.03
H 2.78 0.75 0.62
C -0.50 -0.22 0.50
H -1.10 1.71 1.30
H -0.85 -2.37 0.28
C -1.13 -1.29 0.05
H 1.20 -1.31 1.28
H 1.55 1.02 -0.42
H 3.10 -0.37 -1.37
*
```

* F_max: 0.0553 hartree/bohr
* ΔE to the lowest compared entry with this formula, charge and spin: 175.4 kJ/mol
* LUMO level: 0.772 eV
* SMILES string: OCC/C(=C/F)CO
* orbital gap: 10.38 eV
* M: 120.12 g mol⁻¹

[5]
Density functional theory data (ωB97M-V/def2-TZVPD) for a single C5H3ClFN molecule at a distorted geometry.

The geometry in ORCA input format:
```
! wB97M-V def2-TZVPD RIJCOSX def2/J DEFGRID3
* xyz 0 1
C -1.40 -0.95 -0.13
C -0.72 0.32 -0.64
C 1.71 0.58 0.41
Cl -1.76 1.72 -0.27
N 3.90 0.68 1.68
C 2.92 0.59 1.04
F -0.58 0.21 -2.04
H -0.77 -1.79 -0.37
H -1.53 -0.80 0.97
C 0.59 0.51 -0.06
H -2.37 -1.06 -0.59
*
```

* F_max: 0.0817 hartree/bohr
* ΔE to the lowest compared entry with this formula, charge and spin: 41.1 kJ/mol
* LUMO level: -0.255 eV
* SMILES string: C[C@@](F)(Cl)C#CC#N
* orbital gap: 10.75 eV
* M: 131.54 g mol⁻¹

[6]
Density functional theory data (ωB97M-V/def2-TZVPD) for a molecular structure, C27H26O4P2PdS at a distorted geometry.

The geometry in ORCA input format:
```
! wB97M-V def2-TZVPD RIJCOSX def2/J DEFGRID3
* xyz 0 3
C 0.50 2.45 -1.22
H 2.97 1.38 2.76
C -4.38 1.79 -2.49
H -4.80 -0.22 -1.93
C 0.95 -1.02 -3.83
H 0.47 1.94 3.32
C 2.22 -0.76 -1.81
C 2.15 -0.78 -3.19
C 1.30 -3.80 0.13
Pd -1.01 -0.33 1.56
H 2.65 -1.03 2.41
H 0.83 -2.39 3.19
C 1.17 -5.48 1.85
C -0.01 2.82 0.03
H 1.47 5.85 0.31
H -2.19 3.84 -0.94
H -3.13 -0.27 -0.09
C 1.72 4.52 -1.35
H 0.84 0.21 3.80
H 1.17 -6.52 2.14
O -3.25 -2.65 3.43
H 1.77 2.99 -2.86
P 0.95 -1.04 0.75
H 0.89 -1.02 -4.90
O -1.63 -2.30 1.63
H 3.16 -0.59 -1.31
H -1.14 -1.47 -3.58
C 1.07 -0.97 -1.06
C -4.20 0.65 -1.72
C 0.37 4.04 0.57
C -0.20 -1.26 -3.08
H 2.37 5.19 -1.89
H -3.82 3.83 -2.79
H 1.44 -5.90 -0.24
H 1.40 -3.53 -0.91
H -5.10 1.79 -3.29
C 1.37 3.29 -1.90
O -2.82 -0.44 2.44
C -3.27 0.63 -0.70
H 1.97 1.76 1.37
C 1.33 -5.13 0.52
C -0.14 -1.23 -1.70
C 2.10 1.04 2.18
C -2.51 1.78 -0.43
H -0.03 4.34 1.53
C -3.66 2.94 -2.20
S -2.25 -1.77 2.91
C 0.88 0.98 3.03
P -1.26 1.79 0.87
O -1.14 -1.45 3.80
C 1.02 -4.49 2.81
H -1.03 -1.41 -1.09
C 1.22 4.89 -0.12
H 3.04 -0.60 -3.78
H 0.21 1.51 -1.65
C -2.74 2.94 -1.18
C 1.14 -2.81 1.10
H 0.88 -4.76 3.85
C 2.43 -0.34 1.59
H 3.29 -0.30 0.92
C 1.01 -3.16 2.44
*
```

* F_max: 0.0584 hartree/bohr
* LUMO level (spin up / spin down): -0.581 / -2.314 eV
* expectation value of S²: 2.02
* orbital gap (spin up / spin down): 7.01 / 6.43 eV
* M: 614.94 g mol⁻¹

[7]
Density functional theory data (ωB97M-V/def2-TZVPD) for a molecular structure, C31H42AsBN12O4PS2Y at a distorted geometry.

The geometry in ORCA input format:
```
! wB97M-V def2-TZVPD RIJCOSX def2/J DEFGRID3
* xyz 0 1
H -1.67 4.97 1.54
H 6.52 -4.08 -2.16
N -2.02 1.28 -0.93
Y 0.06 0.20 -0.27
H -0.01 -3.60 -1.98
H -4.14 3.23 -2.50
O 0.62 4.57 0.04
C 2.91 1.71 -3.35
C -6.47 0.33 2.38
H 6.46 -5.44 -1.00
C -3.52 -2.35 -0.19
H -2.29 3.32 1.24
C 6.19 -4.39 -1.17
C -0.43 0.54 3.22
H -1.27 1.80 -3.74
H -2.08 3.90 2.90
S -0.14 -0.76 -2.86
H -5.15 1.84 -0.35
O 1.48 1.29 -1.61
H 1.62 1.17 3.08
N -2.75 -1.33 0.23
C -6.11 -0.94 2.90
N -2.24 0.41 2.03
N 5.21 1.49 2.65
C -2.71 -3.35 -0.68
N -1.44 -1.63 -0.02
O 1.82 2.61 1.12
N 1.85 1.01 -2.85
H 2.68 -5.44 0.24
H -7.66 1.55 3.68
H -0.10 -4.53 -0.47
C -2.30 2.14 -1.91
C 2.91 -0.67 1.16
C -3.63 2.54 -1.85
H 6.61 -3.75 -0.40
H 2.94 0.45 -6.46
C -0.12 -3.53 -0.90
H -3.02 -4.31 -1.07
C 4.17 -0.68 1.73
As 4.28 -4.23 -1.20
C -4.16 1.85 -0.78
C 3.32 1.53 -4.63
C -1.67 3.94 1.90
N -3.19 1.10 -0.24
S 3.57 -2.38 -1.85
N -4.58 -0.19 1.50
C -7.69 1.15 2.67
N 5.43 -2.93 1.87
H -4.24 -2.06 2.44
H -7.76 1.98 1.97
O -0.33 3.44 1.97
H 1.05 -0.83 -5.49
H 1.17 5.88 -1.41
H -3.66 0.92 3.49
N -5.54 0.78 1.55
C -1.50 0.86 4.06
C -1.29 2.54 -2.94
N 1.82 -0.70 0.74
H -8.59 0.54 2.59
H 4.03 -6.61 -2.00
C 4.87 -1.92 1.81
H 0.74 -2.97 -0.53
H 3.34 -4.04 1.12
P 0.38 3.07 0.58
C 3.78 -5.64 -2.42
C -1.41 -2.86 -0.54
C -2.62 0.77 3.26
C 1.14 4.80 -1.27
H 2.71 -5.57 -2.60
C 1.16 0.09 -3.57
H 2.15 4.40 -1.36
H 3.37 2.37 -2.63
H 2.23 4.51 1.91
N -0.88 0.28 1.98
H 1.09 0.65 4.68
H -6.66 -1.55 3.60
H 4.17 2.10 -5.00
C 1.59 -0.10 -4.91
C 2.68 3.52 1.86
H -4.60 -2.30 -0.11
H 0.51 4.36 -2.04
H -1.56 3.51 -3.36
C 1.00 0.45 3.62
C 4.74 0.51 2.24
H 4.31 -5.52 0.96
H 1.40 -0.55 3.43
C 3.58 -4.87 0.47
C 2.64 0.61 -5.43
B -3.21 0.02 0.86
H -1.46 1.12 5.10
H 2.82 3.12 2.86
H -0.29 2.59 -2.52
H 4.30 -5.48 -3.36
C -4.90 -1.22 2.32
H 3.64 3.55 1.36
*
```

* F_max: 0.0251 hartree/bohr
* ΔE to the lowest compared entry with this formula, charge and spin: 50.6 kJ/mol
* LUMO level: 0.386 eV
* orbital gap: 8.31 eV
* M: 916.51 g mol⁻¹